[1]
Molecular formula: C5H8N2
Method: DFT, ωB97M-V/def2-TZVPD

Charge: 0
F_max, eV/A: 0.3
SMILES: Cc1c[nH]c(N)c1
Frontier orbital gap, Eh: 0.322

Atoms and positions in Å:
C  -2.273  -0.348  -0.185
C  -0.953  0.251  0.196
C  -0.360  1.424  -0.205
N  1.009  1.243  -0.156
C  1.284  -0.034  0.261
N  2.539  -0.637  0.022
C  0.096  -0.628  0.580
H  -2.066  -0.913  -1.103
H  -2.616  -1.078  0.555
H  -3.073  0.359  -0.410
H  -0.779  2.363  -0.545
H  1.693  1.855  -0.569
H  3.177  -0.624  0.807
H  2.361  -1.606  -0.219
H  -0.038  -1.629  0.972

These are the Mulliken partial charges, in e, on atoms 1 to 2: number 1, C, carries -1.185; number 2, C, carries 0.690



[2]
Molecular formula: C5H14N2
Method: DFT, ωB97M-V/def2-TZVPD

Charge: 0
F_max, eV/A: 2.4
SMILES: C[C@H](N)CN(C)C
Frontier orbital gap, Eh: 0.352

Atoms and positions in Å:
C  2.085  0.595  0.297
C  0.667  1.105  0.262
N  0.483  2.295  1.125
C  -0.401  0.066  0.621
N  -1.063  -0.438  -0.578
C  -2.258  -1.249  -0.284
C  -0.240  -1.318  -1.449
H  2.301  -0.059  -0.562
H  2.359  -0.012  1.170
H  2.846  1.372  0.272
H  0.456  1.470  -0.748
H  0.681  2.149  2.105
H  0.988  3.084  0.758
H  -1.223  0.443  1.216
H  0.064  -0.764  1.194
H  -2.618  -0.909  0.705
H  -2.052  -2.314  -0.172
H  -3.055  -0.937  -0.964
H  0.571  -0.719  -1.885
H  0.273  -2.099  -0.869
H  -0.864  -1.762  -2.216

These are the Mulliken partial charges, in e, on atoms 1 to 2: number 1, C, carries -1.454; number 2, C, carries 0.410



The evaluated energy relative to the best compared isomer or geometry (same formula, charge and spin) for the records listed, in turn: 13.09 29.16 kcal per mole.